125
Properties=species:S:1:pos:R:3 method="wB97M-V/def2-TZVPD" molar_mass_g_mol=2407.3 lumo_ev=-1.2813 energy_ha=-27127.10218 gap_ev=8.66 largest_force_ev_per_a=3.6 e_above_lowest_kcal_mol=23.87
O -1.722 1.745 5.251
C -2.503 1.175 5.905
O -2.533 1.355 7.257
C -3.515 0.179 5.391
C -3.826 0.363 3.878
C -4.185 -0.985 3.188
C -3.055 -1.545 2.345
C -2.555 -2.783 2.641
C -1.557 -3.387 1.924
C -1.028 -2.729 0.857
C -1.534 -1.465 0.563
C -2.514 -0.871 1.273
C -0.945 -0.772 -0.655
O -1.608 -0.059 -1.290
C 0.514 -1.147 -0.956
S 1.594 0.124 -1.687
O 2.295 -0.330 -2.835
O 0.891 1.296 -2.021
C 2.767 0.668 -0.315
F 4.001 0.704 -0.716
F 2.606 -0.046 0.782
F 2.442 1.905 0.026
C 1.000 -2.320 -0.678
C 2.437 -2.712 -0.918
C 2.638 -4.093 -1.575
C 1.706 -4.381 -2.761
Br 2.665 -4.060 -4.455
C 0.045 -3.314 -0.034
O 0.065 -4.473 -0.205
H -1.920 2.077 7.463
H -3.241 -0.865 5.580
H -4.451 0.367 5.937
H -4.733 0.983 3.824
H -3.036 0.916 3.366
H -5.106 -0.860 2.607
H -4.358 -1.714 3.992
H -2.982 -3.307 3.494
H -1.210 -4.376 2.205
H -2.882 0.103 0.966
H 3.016 -1.976 -1.483
H 2.912 -2.770 0.078
H 3.672 -4.251 -1.903
H 2.464 -4.878 -0.825
H 1.466 -5.448 -2.788
H 0.751 -3.853 -2.739
C 6.436 -5.903 -5.617
Cl 5.657 -4.776 -6.735
Cl 6.646 -5.192 -4.012
Cl 5.530 -7.416 -5.520
H 7.422 -6.122 -6.005
C 2.415 4.899 -2.212
Cl 0.663 4.992 -2.375
Cl 3.154 4.348 -3.717
Cl 3.082 6.464 -1.729
H 2.645 4.179 -1.437
C 4.411 -1.388 -8.846
Cl 5.945 -1.904 -9.544
Cl 3.127 -1.421 -10.061
Cl 3.993 -2.392 -7.462
H 4.525 -0.370 -8.499
C 10.060 -5.661 -1.450
Cl 9.732 -6.678 -2.855
Cl 10.757 -4.121 -1.958
Cl 8.611 -5.397 -0.480
H 10.783 -6.173 -0.828
C 2.281 0.682 -13.447
Cl 0.518 0.691 -13.531
Cl 2.979 0.282 -15.019
Cl 2.885 2.238 -12.876
H 2.583 -0.080 -12.738
C -5.446 0.882 9.614
Cl -6.021 1.972 8.352
Cl -5.483 1.678 11.189
Cl -6.412 -0.595 9.638
H -4.420 0.616 9.390
C -2.717 3.763 0.418
Cl -1.186 3.101 -0.155
Cl -3.934 3.722 -0.860
Cl -3.287 2.881 1.839
H -2.556 4.796 0.701
C -1.815 5.984 -5.092
Cl -0.289 5.334 -5.688
Cl -3.044 5.935 -6.360
Cl -2.368 5.098 -3.663
H -1.658 7.017 -4.811
C 5.502 0.038 -5.141
Cl 6.280 0.276 -6.717
Cl 6.009 -1.493 -4.426
Cl 5.864 1.384 -4.059
H 4.429 0.002 -5.293
C 1.430 2.666 8.708
Cl 0.449 1.782 9.879
Cl 0.425 3.268 7.387
Cl 2.289 3.993 9.495
H 2.163 1.985 8.293
C 4.823 6.686 10.341
Cl 4.558 8.424 10.192
Cl 6.510 6.344 10.726
Cl 3.752 5.995 11.564
H 4.592 6.225 9.388
C -1.962 -1.035 -11.233
Cl -2.308 0.696 -11.253
Cl -0.250 -1.326 -10.917
Cl -2.964 -1.855 -10.035
H -2.200 -1.439 -12.209
C -10.298 -2.250 9.248
Cl -11.380 -3.233 8.259
Cl -8.762 -3.083 9.505
Cl -10.035 -0.672 8.502
H -10.765 -2.096 10.212
C -7.061 6.567 -1.742
Cl -5.532 5.907 -2.323
Cl -8.285 6.524 -3.014
Cl -7.616 5.684 -0.315
H -6.901 7.599 -1.461
C 5.405 -5.170 3.306
Cl 3.663 -5.101 3.573
Cl 5.765 -5.529 1.614
Cl 6.167 -3.656 3.793
H 5.811 -5.967 3.915
C -8.249 1.543 3.292
Cl -7.708 3.210 3.500
Cl -7.111 0.644 2.283
Cl -8.445 0.753 4.859
H -9.209 1.556 2.794



88
Properties=species:S:1:pos:R:3 method="wB97M-V/def2-TZVPD" molar_mass_g_mol=1115.9 lumo_ev=-0.1058 energy_ha=-9227.63518 gap_ev=9.08 largest_force_ev_per_a=3.6 smiles="ClC(Cl)(Cl)Cl.ClC(Cl)(Cl)Cl.ClC(Cl)(Cl)Cl.ClC(Cl)(Cl)Cl.Fc1ccccc1.Fc1ccccc1.Fc1ccccc1.Fc1ccccc1.CC(C)=O.CC(C)=O"
Cl -6.072 -7.018 -5.105
C -5.285 -7.337 -6.677
Cl -4.871 -9.053 -6.665
Cl -6.470 -6.982 -7.939
Cl -3.773 -6.430 -6.969
Cl 0.825 -11.713 0.708
C 0.995 -10.800 -0.831
Cl 0.420 -11.843 -2.188
Cl -0.076 -9.413 -0.662
Cl 2.665 -10.247 -1.095
Cl -8.147 -4.210 5.482
C -7.560 -3.850 3.825
Cl -6.927 -2.159 3.844
Cl -6.309 -5.008 3.276
Cl -8.993 -3.978 2.790
Cl -0.977 2.285 -11.019
C -2.624 2.570 -10.500
Cl -2.997 4.283 -10.688
Cl -3.787 1.585 -11.486
Cl -2.822 2.129 -8.795
F -1.403 3.167 6.823
C -0.295 2.465 6.952
C 0.943 3.109 6.793
C 2.096 2.357 6.794
C 2.056 1.027 7.048
C 0.867 0.364 7.181
C -0.333 1.064 7.119
H 0.869 4.184 6.721
H 3.029 2.870 6.611
H 2.991 0.486 7.047
H 0.902 -0.698 7.376
H -1.323 0.668 7.295
F 2.908 -6.472 4.395
C 4.242 -6.386 4.065
C 5.076 -7.508 4.212
C 6.427 -7.461 3.909
C 6.940 -6.305 3.333
C 6.131 -5.194 3.077
C 4.793 -5.238 3.477
H 4.628 -8.435 4.536
H 7.116 -8.285 4.028
H 7.986 -6.292 3.062
H 6.529 -4.339 2.551
H 4.140 -4.476 3.076
F 4.604 -0.306 -2.677
C 4.402 -0.460 -4.047
C 4.303 -1.757 -4.479
C 4.006 -1.993 -5.848
C 3.905 -0.903 -6.688
C 4.264 0.370 -6.265
C 4.479 0.590 -4.918
H 4.490 -2.588 -3.815
H 3.766 -2.970 -6.242
H 3.591 -1.119 -7.698
H 4.242 1.261 -6.876
H 4.617 1.603 -4.569
F 1.970 7.794 -3.883
C 1.935 7.993 -2.574
C 2.390 9.226 -2.117
C 2.283 9.569 -0.783
C 1.648 8.671 0.063
C 1.215 7.425 -0.358
C 1.343 7.048 -1.712
H 2.683 9.940 -2.873
H 2.558 10.575 -0.503
H 1.622 8.875 1.124
H 0.762 6.719 0.322
H 0.971 6.108 -2.092
C -4.791 7.935 3.654
C -6.017 7.953 2.828
C -6.773 6.620 2.769
O -6.462 9.002 2.299
H -4.120 7.103 3.437
H -5.009 7.912 4.721
H -4.325 8.893 3.426
H -7.823 6.740 2.501
H -6.815 6.188 3.769
H -6.309 5.906 2.089
C -2.295 -1.758 -1.984
C -2.099 -0.710 -0.917
C -1.182 -1.216 0.202
O -2.695 0.315 -0.888
H -3.375 -1.853 -2.094
H -1.960 -2.740 -1.652
H -1.642 -1.536 -2.828
H -0.166 -0.937 -0.077
H -1.117 -2.284 0.413
H -1.605 -0.687 1.056



79
Properties=species:S:1:pos:R:3 method="wB97M-V/def2-TZVPD" molar_mass_g_mol=704.6 lumo_ev="-0.9484 / -0.9210" energy_ha=-3779.90925 gap_ev="5.78 / 5.79" largest_force_ev_per_a=0.3 e_above_lowest_kcal_mol=0.00
Fe 0.587 0.690 1.130
C -0.274 2.242 -4.046
C -0.830 3.037 -3.053
C -1.086 2.511 -1.796
C -0.799 1.175 -1.507
C -0.245 0.386 -2.511
C 0.014 0.914 -3.767
N -0.961 0.669 -0.193
C -2.109 0.880 0.452
C -3.370 1.206 -0.140
C -4.476 1.334 0.637
C -4.442 1.182 2.055
C -3.262 0.921 2.672
C -2.086 0.788 1.889
N -0.833 0.758 2.393
N -0.603 0.858 3.656
C 0.754 1.060 3.873
C 1.237 1.190 5.175
C 2.570 1.491 5.361
C 3.401 1.662 4.256
C 2.857 1.490 2.999
N 1.574 1.182 2.808
H -0.062 2.656 -5.023
H -1.050 4.078 -3.249
H -1.488 3.145 -1.015
H -0.018 -0.651 -2.311
H 0.451 0.281 -4.530
H -3.441 1.283 -1.215
H -5.427 1.536 0.160
H -5.355 1.291 2.625
H -3.178 0.833 3.746
H 0.550 1.068 6.000
H 2.964 1.604 6.362
H 4.444 1.921 4.366
H 3.452 1.588 2.097
C 2.175 -1.622 2.200
N 1.046 -1.330 1.305
C -0.101 -2.145 1.714
C 1.429 -1.665 -0.086
C 2.456 -0.675 -0.628
N 2.022 0.633 -0.197
C 2.521 1.781 -0.654
C 1.894 2.974 -0.228
F 0.799 2.835 0.601
C 2.271 4.228 -0.630
F 1.581 5.289 -0.178
C 3.334 4.412 -1.496
C 3.977 3.266 -1.930
F 5.020 3.381 -2.770
C 3.602 1.999 -1.536
F 4.300 0.939 -2.009
H 2.449 -2.681 2.120
H 1.898 -1.406 3.230
H 3.033 -1.011 1.930
H 0.140 -3.215 1.657
H -0.945 -1.921 1.067
H -0.375 -1.897 2.740
H 0.512 -1.599 -0.669
H 1.794 -2.699 -0.137
H 2.475 -0.783 -1.719
H 3.467 -0.928 -0.279
H 3.644 5.394 -1.817
C -4.034 -4.025 0.004
S -3.135 -2.498 -0.317
O -4.124 -1.586 -0.940
C -2.084 -3.099 -1.640
C -1.143 -4.097 -1.411
C -0.287 -4.469 -2.434
C -0.368 -3.840 -3.672
C -1.306 -2.843 -3.886
C -2.169 -2.462 -2.865
H -4.559 -4.314 -0.906
H -4.743 -3.797 0.798
H -3.351 -4.809 0.329
H -1.068 -4.573 -0.440
H 0.447 -5.247 -2.266
H 0.306 -4.130 -4.468
H -1.363 -2.347 -4.846
H -2.901 -1.676 -2.998



72
Properties=species:S:1:pos:R:3 method="wB97M-V/def2-TZVPD" molar_mass_g_mol=823.3 lumo_ev="1.8192 / 1.5407" total_charge=-1 energy_ha=-7427.63509 gap_ev="3.30 / 2.96" largest_force_ev_per_a=4.5
Lu 0.836 -0.799 1.183
C 0.568 -5.496 0.548
C 0.845 -4.316 1.263
N 1.374 -3.196 0.635
C 1.808 -3.362 -0.647
C 1.684 -4.624 -1.362
C 0.951 -5.604 -0.769
C 2.133 -4.713 -2.717
C 2.830 -3.656 -3.287
C 2.834 -2.329 -2.643
C 3.493 -1.254 -3.230
C 3.149 0.005 -2.676
C 2.645 0.099 -1.388
N 2.279 -0.990 -0.679
C 2.302 -2.212 -1.306
H -0.026 -6.288 0.985
H 0.488 -4.086 2.244
H 0.689 -6.516 -1.335
H 2.073 -5.614 -3.330
H 3.511 -3.780 -4.115
H 4.167 -1.405 -4.064
H 3.442 0.835 -3.279
H 2.486 1.050 -0.938
C 3.018 0.842 1.392
Si 2.914 0.739 3.294
C 4.294 -0.410 3.762
C 2.982 2.437 4.052
Se 0.950 -0.385 3.775
H 3.084 -0.178 0.980
H 4.001 1.342 1.131
H 2.289 1.380 0.811
H 5.290 0.054 3.766
H 4.231 -1.259 3.020
H 4.052 -0.869 4.744
H 4.042 2.727 4.148
H 2.650 2.427 5.131
H 2.508 3.309 3.564
C -0.792 0.666 0.805
Ge -2.688 0.505 0.825
C -2.695 -0.752 -0.815
C -2.794 -0.158 -2.095
C -2.237 -0.798 -3.199
C -1.763 -2.071 -3.134
C -1.636 -2.674 -1.900
C -2.253 -2.072 -0.777
C -4.206 1.794 0.286
C -4.442 2.903 1.121
C -5.526 3.765 0.866
C -6.338 3.538 -0.238
C -6.243 2.281 -0.898
C -5.093 1.477 -0.743
C -0.648 2.119 0.810
C -0.457 2.824 -0.431
C -0.417 4.167 -0.353
C -0.557 4.981 0.839
C -0.542 4.261 2.059
C -0.604 2.902 2.039
H -3.297 0.777 -2.249
H -2.209 -0.178 -4.135
H -1.495 -2.690 -3.973
H -1.151 -3.633 -1.852
H -2.153 -2.574 0.177
H -3.772 3.128 1.938
H -5.776 4.560 1.580
H -7.045 4.262 -0.587
H -7.035 1.959 -1.561
H -5.020 0.494 -1.223
H -0.268 2.348 -1.362
H -0.217 4.794 -1.233
H -0.572 6.079 0.851
H -0.423 4.818 2.968
H -0.505 2.291 2.927



78
Properties=species:S:1:pos:R:3 method="wB97M-V/def2-TZVPD" molar_mass_g_mol=809.6 lumo_ev=0.0962 energy_ha=-4315.64812 gap_ev=6.50 largest_force_ev_per_a=1.5 e_above_lowest_kcal_mol=11.08
Sr 1.694 1.477 -0.579
S 8.663 2.743 -0.900
C 7.131 2.149 -0.879
S 6.095 2.089 -2.258
C 4.701 1.318 -1.512
C 4.828 1.039 -0.193
S 3.651 0.322 0.897
S 6.366 1.503 0.526
S 3.353 1.041 -2.599
C 0.517 4.365 -1.878
C -0.775 3.955 -1.169
C -1.640 5.173 -0.857
C -1.557 2.951 -1.998
C -2.847 2.447 -1.349
O -2.942 1.084 -1.819
C -1.710 0.773 -2.283
N -0.832 1.696 -2.314
C -1.623 -0.576 -2.914
C -2.467 -0.758 -4.008
C -2.456 -1.946 -4.715
C -1.593 -2.963 -4.335
C -0.751 -2.786 -3.252
C -0.757 -1.600 -2.519
P 0.322 -1.351 -1.062
C 1.787 -2.381 -1.436
C 2.398 -3.144 -0.446
C 3.564 -3.845 -0.721
C 4.130 -3.786 -1.985
C 3.539 -3.010 -2.971
C 2.379 -2.305 -2.696
C -0.576 -2.313 0.210
C -0.760 -3.692 0.127
C -1.495 -4.360 1.091
C -2.070 -3.654 2.143
C -1.903 -2.282 2.230
C -1.149 -1.615 1.271
H 1.143 4.976 -1.224
H 0.286 4.959 -2.764
H 1.093 3.499 -2.210
H -0.533 3.475 -0.217
H -1.988 5.631 -1.786
H -1.069 5.920 -0.305
H -2.512 4.913 -0.254
H -1.773 3.427 -2.964
H -3.744 2.975 -1.659
H -2.777 2.431 -0.258
H -3.131 0.045 -4.302
H -3.111 -2.073 -5.566
H -1.569 -3.893 -4.888
H -0.059 -3.574 -2.984
H 1.979 -3.179 0.551
H 4.034 -4.430 0.059
H 5.039 -4.335 -2.198
H 3.993 -2.933 -3.951
H 1.941 -1.678 -3.463
H -0.321 -4.249 -0.692
H -1.627 -5.432 1.020
H -2.651 -4.177 2.891
H -2.363 -1.729 3.037
H -1.023 -0.538 1.334
N 1.989 1.168 3.425
C 0.672 1.414 3.372
S 0.032 2.493 2.234
N -0.033 0.797 4.348
C -1.417 0.653 4.602
C -2.431 1.246 3.861
C -3.755 0.993 4.199
C -4.083 0.176 5.268
C -3.064 -0.395 6.020
C -1.743 -0.160 5.688
H 2.575 1.464 2.651
H 2.360 0.414 3.981
H 0.526 0.252 4.986
H -2.188 1.896 3.036
H -4.540 1.454 3.613
H -5.119 -0.012 5.519
H -3.298 -1.029 6.865
H -0.952 -0.616 6.273